1.
ORCA calculation (the ωB97M-V functional and the def2-TZVPD basis) on C9H14N2O2SiTl as an isolated structure in a non-equilibrium geometry.

Geometry as XYZ:
```
29
Properties=species:S:1:pos:R:3:nbo_charge:R:1
H -0.27 -0.07 3.22 0.243
H 2.45 0.84 2.09 0.218
H -1.08 -1.53 2.67 0.245
C -1.36 1.14 -1.45 -0.167
C -2.57 1.15 -2.10 -0.210
N 0.18 0.13 0.03 -0.907
H 1.84 -2.47 -0.57 0.244
C -1.95 -0.95 -0.36 -0.134
Si 0.90 -0.95 1.19 1.725
H -2.84 1.96 -2.76 0.234
H -1.70 -1.77 0.29 0.213
O 2.14 3.86 -2.63 -0.296
N 2.99 4.59 -2.20 0.566
C 2.58 -0.12 1.57 -1.125
C -3.14 -0.95 -1.04 -0.222
H 0.44 -1.64 3.55 0.255
Tl 1.66 2.50 -0.19 0.914
C -3.47 0.10 -1.90 -0.117
H 3.16 -0.75 2.24 0.268
H 3.17 0.03 0.68 0.226
C 1.27 -2.62 0.34 -1.095
H -4.42 0.09 -2.42 0.233
H 0.36 -3.16 0.08 0.242
C -0.10 -1.06 2.81 -1.104
C -1.00 0.10 -0.55 0.144
H -3.84 -1.76 -0.90 0.236
H 1.85 -3.25 1.01 0.250
O 3.43 4.62 -1.09 -0.256
H -0.66 1.96 -1.60 0.179
```

The orbital gap (alpha / beta) comes out at 7.5 / 5.4 eV. For the highest occupied orbital energy (alpha / beta), the calculation gives -12.649 / -11.687 eV. As for the total charge: +1.

=====

2.
ORCA calculation (the ωB97M-V functional and the def2-TZVPD basis) on C6H9N2O as an isolated structure in a non-equilibrium geometry.

Geometry as XYZ:
```
18
Properties=species:S:1:pos:R:3:nbo_charge:R:1
C 0.70 -0.96 2.04 0.388
H -2.09 -0.60 1.51 0.270
H -0.75 1.15 -1.87 0.470
C 0.86 -0.60 -1.60 -0.054
H -0.11 -1.17 2.78 0.138
O 1.77 -0.86 2.47 -0.420
H 1.85 1.63 -1.21 0.248
H 1.51 -0.25 -2.47 0.237
N -0.16 0.51 -1.23 -0.437
C 0.31 -0.65 0.63 -0.011
C -2.13 -0.03 0.60 -0.666
C 1.15 1.08 -0.56 -0.043
C -0.75 -0.09 0.05 0.216
H 0.98 1.77 0.37 0.247
H 0.48 -1.56 -2.06 0.265
H -2.18 1.02 1.00 0.250
H -2.94 -0.08 -0.15 0.266
N 1.49 -0.34 -0.29 -0.365
```

The orbital gap comes out at 9.9 eV. For the highest occupied orbital energy, the calculation gives -14.028 eV. The energy above the lowest of the compared OMol25 structures with the same formula, charge and spin is 95.16 kcal/mol. As for the total charge: +1.

=====

3.
ORCA calculation (the ωB97M-V functional and the def2-TZVPD basis) on a 2-piece molecular cluster, C11H15NO overall in a non-equilibrium geometry.

Geometry as XYZ:
```
28
Properties=species:S:1:pos:R:3:nbo_charge:R:1
H 0.75 3.04 0.53 0.223
H -0.96 0.82 -2.07 0.179
H 2.30 -2.97 2.29 0.228
H 0.71 -3.81 2.78 0.222
C 0.74 -0.75 1.49 -0.079
H 1.52 -3.72 0.95 0.223
C -0.45 -0.09 0.98 0.157
H -1.73 -3.05 1.56 0.212
C 0.31 -2.15 1.65 -0.082
N -1.55 -0.94 0.96 -0.563
C -2.09 1.03 -4.02 -0.633
H -2.39 -0.73 0.46 0.418
H 2.81 -0.49 2.16 0.216
C -0.35 1.24 0.67 -0.255
H -1.32 1.68 0.54 0.204
O 0.15 1.95 -3.60 -0.748
H -1.62 2.51 -2.52 0.167
C -1.11 1.55 -2.89 -0.065
H -2.86 0.38 -3.69 0.201
C 1.98 1.30 1.31 -0.219
H 0.95 1.38 -3.25 0.477
C 0.86 1.94 0.77 -0.221
H 2.86 1.74 1.46 0.201
H -2.50 1.94 -4.25 0.204
C 1.32 -3.18 1.97 -0.633
C -1.04 -2.17 1.47 -0.034
C 1.95 -0.10 1.61 -0.217
H -1.60 0.50 -4.91 0.218
```

The orbital gap comes out at 8.7 eV. For the highest occupied orbital energy, the calculation gives -7.945 eV. The energy above the lowest of the compared OMol25 structures with the same formula, charge and spin is 57.49 kcal/mol. Its SMILES is Cc1c[nH]c2ccccc12.CCO.

=====

4.
ORCA calculation (the ωB97M-V functional and the def2-TZVPD basis) on a 2-piece molecular cluster, C14H16 overall in a non-equilibrium geometry.

Geometry as XYZ:
```
30
Properties=species:S:1:pos:R:3:nbo_charge:R:1
H -1.65 -4.79 0.23 0.192
C -1.19 -1.70 1.01 -0.198
H 0.60 -0.59 0.53 0.199
H -1.64 -0.72 1.31 0.220
C -0.12 3.81 -0.78 -0.225
H -2.31 4.17 0.06 0.226
C 0.70 -2.56 -0.34 -0.020
H 2.48 -3.08 -1.50 0.217
H 1.66 1.18 0.58 0.206
C 0.06 -3.87 -0.41 -0.214
H -2.37 2.59 1.66 0.212
C -1.13 -3.92 0.28 -0.204
H 2.78 -2.42 -0.20 0.237
H 0.03 1.24 2.16 0.222
H -2.76 -3.01 1.50 0.213
C 0.90 1.88 0.46 -0.228
C 1.82 2.41 -1.68 -0.631
H 2.53 1.72 -1.29 0.217
C 2.00 -2.23 -0.93 -0.656
C -1.86 -2.92 1.00 -0.212
C -0.24 1.88 1.35 -0.207
C -1.34 2.59 0.99 -0.249
H 0.10 4.60 -1.42 0.217
H 2.14 3.38 -2.05 0.217
C 0.77 2.69 -0.70 0.009
C 0.04 -1.63 0.34 -0.223
H 0.35 -4.75 -0.95 0.220
H 1.39 1.87 -2.61 0.217
C -1.31 3.58 0.02 -0.199
H 2.05 -1.47 -1.60 0.226
```

The orbital gap comes out at 9.7 eV. For the highest occupied orbital energy, the calculation gives -8.842 eV. The energy above the lowest of the compared OMol25 structures with the same formula, charge and spin is 84.14 kcal/mol. Its SMILES is Cc1ccccc1.Cc1ccccc1.

=====

5.
ORCA calculation (the ωB97M-V functional and the def2-TZVPD basis) on a 9-piece molecular cluster, C33H71FN2O10S10 overall in a non-equilibrium geometry.

Geometry as XYZ:
```
127
Properties=species:S:1:pos:R:3:mulliken_charge:R:1
H 3.80 -6.86 -6.54 0.269
H 1.66 -2.08 6.75 0.347
S -10.56 2.66 -1.66 0.378
H -0.76 2.04 4.77 0.192
C -4.58 -0.29 -0.98 0.130
H -8.64 3.72 -2.61 0.310
H -1.97 4.33 4.51 0.290
H 0.80 -2.12 -3.72 0.150
H -12.46 1.25 -2.01 0.314
H -7.91 -1.36 -0.66 0.220
H 5.33 -0.64 -1.27 0.302
C 4.26 -3.28 -4.15 -1.047
H -2.15 4.41 -0.40 0.363
H 0.12 2.96 2.40 0.173
H -7.57 1.02 -1.14 0.137
S 2.78 -0.45 5.40 0.569
H 5.00 -0.19 2.58 0.411
H 2.25 9.48 2.58 0.329
H -2.62 4.73 1.89 0.267
H 5.05 6.32 4.68 0.374
O 3.26 -2.21 0.16 -0.582
H 0.93 -8.46 -4.24 0.509
C -5.25 1.03 -0.65 0.432
H -0.75 3.10 6.05 0.245
H 3.96 -4.32 -4.30 0.271
C -0.85 4.11 4.23 -0.475
H 3.70 1.75 5.26 0.194
O 3.45 -0.99 -3.03 -0.708
S 6.56 4.59 5.43 0.467
S 0.05 -6.58 -3.01 0.384
N -0.35 2.95 5.08 -0.488
H -0.05 4.84 2.22 -0.226
H 6.96 4.45 3.05 0.277
N -5.26 -1.63 -0.91 -0.372
H 2.38 1.69 6.45 0.363
C -3.00 -0.29 -1.46 0.197
C 3.98 -7.91 -6.31 -0.799
H 4.32 -2.76 -5.11 0.339
C -6.83 1.12 -0.21 -0.516
H 1.73 5.74 -0.04 0.228
C -0.44 0.61 -0.36 -0.959
H -7.00 2.23 0.19 0.255
H -0.65 3.36 0.05 0.022
C -1.36 -6.75 -4.12 -1.070
C 2.37 6.48 0.45 -0.756
C -0.63 3.87 2.60 0.092
H 6.07 -1.63 0.01 0.309
H -7.82 -2.16 1.10 0.242
H 2.99 6.97 -0.31 0.406
C 6.57 -7.20 -6.07 -0.898
O -4.78 3.54 -1.27 -0.625
F -6.16 -0.27 1.93 -0.339
C 0.67 -3.73 -0.16 -0.294
H 0.17 1.53 -0.80 0.234
O 1.66 -0.23 4.44 -0.556
O 6.42 3.10 5.53 -0.571
O 4.96 -7.17 -3.94 -0.547
H 8.47 4.59 3.99 0.316
C 3.26 1.17 6.06 -0.936
H 6.23 -6.19 -6.32 0.264
C -9.46 3.13 -3.01 -0.923
H 4.23 5.09 5.68 0.359
H -1.19 -2.96 -1.23 0.144
C 1.24 -7.42 -4.09 -1.159
C -4.27 2.37 -0.82 -0.222
H 2.22 -7.40 -3.61 0.343
H 3.08 -8.36 -5.89 0.184
O -2.66 -1.16 -2.42 -0.573
C 5.47 -0.74 -0.19 -1.068
H 7.46 6.03 3.72 0.355
H 3.00 5.97 1.18 0.177
S 3.08 -2.44 -3.07 0.834
C 4.46 -1.09 2.28 -0.826
H 4.00 1.03 6.86 0.435
C -2.01 0.82 -0.76 1.024
H 3.29 9.09 1.18 0.374
H 1.26 -0.42 7.27 0.286
H 5.25 -3.26 -3.67 0.326
C 7.44 4.95 3.89 -0.906
H 2.84 -1.14 7.71 0.381
H -2.22 -6.26 -3.66 0.351
S 5.31 -8.06 -5.09 0.456
C 2.07 -1.08 6.94 -1.082
H 1.87 -2.14 -5.14 0.456
C -7.27 0.12 1.01 0.367
S -4.43 -3.08 1.67 -0.083
S 3.84 -0.89 0.59 0.682
O -9.81 1.72 -0.77 -0.489
H -8.04 0.74 1.68 0.300
H -0.23 5.06 4.58 0.226
H 1.43 -3.67 -4.33 0.103
C -1.82 3.42 0.20 -0.411
C -2.64 2.17 -0.46 -0.143
H 1.07 -4.10 -1.21 -0.080
H 3.61 -1.24 2.94 0.048
H 4.26 -8.45 -7.22 0.418
H 6.76 -7.77 -6.99 0.356
C -11.70 1.68 -2.66 -0.951
S 1.32 7.70 1.27 0.436
O 0.62 7.01 2.40 -0.551
H 1.30 -6.90 -5.05 0.322
H -9.05 2.23 -3.49 0.297
H -1.59 -7.81 -4.27 0.414
C -4.62 -2.36 0.11 0.233
H -12.18 2.32 -3.40 0.380
H -9.32 -1.00 0.57 0.306
C -0.43 -2.50 -0.43 -0.203
C -8.17 -1.19 0.49 -0.922
H -0.31 0.68 0.82 0.179
H 7.49 -7.14 -5.48 0.330
H 1.54 -3.40 0.55 0.110
S 0.36 -0.93 -1.06 0.103
H 0.06 -4.64 0.31 0.323
H -1.15 -6.28 -5.08 0.301
C 1.66 -2.61 -4.18 -0.720
H 4.63 4.72 3.98 0.249
H -11.16 0.87 -3.16 0.300
H 5.12 -1.96 2.33 0.368
H 3.29 8.03 2.62 0.057
H 5.97 0.15 0.19 0.387
O 0.43 -5.13 -2.97 -0.434
C -2.08 3.67 1.80 -0.480
C 2.68 8.66 1.98 -0.711
C 4.96 5.25 4.88 -0.922
H -1.08 -2.29 0.54 0.271
H -10.01 3.72 -3.75 0.390
H -2.78 2.88 2.31 0.312
```

The orbital gap comes out at 6.4 eV. For the highest occupied orbital energy, the calculation gives -7.347 eV.

=====

6.
ORCA calculation (the ωB97M-V functional and the def2-TZVPD basis) on a 3-piece molecular cluster, C3H14ClN5 overall in a non-equilibrium geometry.

Geometry as XYZ:
```
23
Properties=species:S:1:pos:R:3:nbo_charge:R:1
H -1.29 0.58 3.86 0.412
H 0.31 1.30 3.53 0.423
H -2.72 0.66 0.68 0.471
N -0.29 0.51 3.65 -0.731
H -0.95 -1.45 3.19 0.229
H -2.23 1.65 -4.84 0.264
N 0.01 0.09 -1.17 -0.418
C -0.98 -0.17 -0.30 0.383
N 1.12 -2.02 1.22 -0.699
N 1.06 -0.86 -1.29 -0.643
H -1.09 -1.17 0.22 0.251
H 1.09 -1.83 0.16 0.448
H 0.73 -1.66 -1.75 0.382
C -0.23 -0.63 2.86 0.081
N -1.90 0.76 0.01 -0.729
Cl -1.88 0.86 -4.08 -0.256
C 0.48 -0.72 1.71 -0.289
H -1.85 1.67 -0.56 0.442
H 2.02 -2.06 1.58 0.441
H 0.71 -2.90 1.41 0.436
H 1.66 -0.43 -1.99 0.423
H 1.10 0.08 1.38 0.228
H -0.12 0.83 -1.88 0.451
```

The orbital gap comes out at 9.1 eV. For the highest occupied orbital energy, the calculation gives -16.626 eV. As for the total charge: +2.